Record 1
The following is a quantum chemistry calculation of a molecular structure, C12H37HfP3, from OMol25.

Structure (XYZ):
```
53
Properties=species:S:1:pos:R:3:forces:R:3:mulliken_charge:R:1
Hf 0.636 0.217 -1.343 -4.41 0.26 2.63 0.2578
H -2.725 -0.226 -1.712 0.06 0.60 -0.18 -0.0158
H -2.727 0.535 -1.707 0.04 -0.47 -0.19 0.0933
P 0.764 -2.107 -1.596 0.74 -7.36 -1.45 0.6195
P 0.768 2.548 -1.546 0.65 7.66 -1.20 0.6668
C 0.982 3.522 0.012 -0.06 -0.27 0.39 -1.1252
H 1.162 4.593 -0.191 -0.06 -0.55 -0.15 0.4706
H 0.077 3.407 0.632 0.54 0.33 -0.37 0.3306
H 1.834 3.103 0.573 -0.24 0.30 -0.16 0.3675
C 2.175 3.151 -2.580 0.30 -0.47 -0.14 -1.1299
H 2.069 2.731 -3.593 0.07 0.21 0.35 0.3899
H 2.201 4.254 -2.627 -0.19 -0.51 0.14 0.4172
H 3.117 2.775 -2.147 -0.31 0.20 -0.20 0.3843
C -0.681 3.396 -2.334 -0.30 -0.43 -0.03 -1.1788
H -1.569 3.265 -1.692 0.26 0.14 -0.28 0.3728
H -0.490 4.474 -2.476 0.08 -0.53 0.16 0.4109
H -0.880 2.926 -3.311 0.04 0.25 0.32 0.3741
C 2.271 -2.687 -2.495 0.23 0.36 -0.04 -1.1387
H 2.284 -3.787 -2.598 -0.15 0.51 0.12 0.4318
H 2.288 -2.212 -3.489 0.02 -0.23 0.33 0.3874
H 3.164 -2.357 -1.939 -0.29 -0.19 -0.24 0.3891
C 0.797 -3.146 -0.066 0.01 0.29 0.25 -0.9963
H -0.160 -3.026 0.467 0.42 -0.24 -0.24 0.2416
H 0.966 -4.213 -0.293 -0.08 0.53 -0.05 0.5418
H 1.601 -2.775 0.591 -0.23 -0.24 -0.21 0.2786
C -0.595 -2.902 -2.575 -0.27 0.40 -0.05 -1.1763
H -0.681 -2.384 -3.544 0.01 -0.27 0.33 0.3762
H -0.399 -3.976 -2.745 0.06 0.52 0.19 0.4110
H -1.548 -2.789 -2.031 0.30 -0.13 -0.28 0.3529
H 0.818 0.211 -3.078 -0.19 -0.38 -1.55 -0.1333
H 2.198 0.213 -1.036 3.84 0.03 0.86 -0.1560
C 1.354 -0.913 3.310 0.45 0.06 0.24 -1.3575
C -0.036 -1.239 2.766 1.12 -1.04 -0.06 -0.7784
P -0.367 -0.317 1.196 -0.46 -1.50 1.66 0.4707
C -2.015 -1.045 0.778 -0.93 0.81 0.33 0.2915
C -2.868 -1.561 1.940 -0.31 -0.52 0.40 -1.4692
C -0.450 1.355 1.897 -1.05 0.39 0.09 -0.3066
C -1.189 1.554 3.224 -0.20 0.24 0.56 -1.5180
H 2.128 -1.159 2.551 -0.29 0.18 0.54 0.2613
H 1.548 -1.518 4.220 -0.02 0.44 -0.56 0.4203
H 1.448 0.157 3.580 0.08 -0.57 -0.09 0.2660
H -0.045 -2.327 2.562 -0.22 0.51 0.02 0.5489
H -0.800 -1.053 3.544 0.15 0.14 -0.80 0.5542
H -2.595 -0.225 0.339 0.12 -0.33 -0.26 0.3543
H -1.911 -1.869 0.054 0.16 0.53 -0.01 -0.1244
H -3.059 -0.776 2.693 0.10 -0.48 -0.31 0.2408
H -3.851 -1.895 1.546 0.59 0.22 0.23 0.4517
H -2.397 -2.440 2.425 -0.36 0.56 -0.15 0.3160
H 0.581 1.742 2.014 -0.57 -0.13 -0.53 0.3725
H -1.069 1.884 1.153 0.63 0.43 0.04 0.5246
H -0.670 1.071 4.074 -0.37 0.19 -0.46 0.3007
H -1.220 2.640 3.450 -0.02 -0.62 -0.13 0.4304
H -2.234 1.200 3.158 0.54 0.14 0.17 0.2350
```
Positions in Å, forces in eV/Å.

As for the frontier orbital gap: 7.964 eV. The value obtained for the total energy is -1550.7272 a.u. As for the net charge: +2. The lowest unoccupied orbital energy is -8.14 eV.

---

Record 2
The following is a quantum chemistry calculation of a single CH2FNO3S molecule, from OMol25.

Structure (XYZ):
```
9
Properties=species:S:1:pos:R:3:forces:R:3:mulliken_charge:R:1
C -0.286 -0.300 1.413 -0.01 0.07 2.33 0.5170
N 0.062 -0.323 0.153 0.53 -1.09 -1.90 -0.3239
O 0.207 -0.609 2.447 -0.14 -0.30 -0.29 -0.4308
O -2.060 1.495 0.375 -0.22 -0.26 -0.30 -0.5350
O -2.568 0.863 2.705 -0.04 -0.47 0.15 -0.4603
F -2.790 -0.948 0.822 1.07 2.64 1.11 -0.3537
S -2.019 0.549 1.443 -0.80 -1.86 -0.82 1.0193
H 0.643 -1.109 -0.275 -1.14 1.82 0.92 0.2810
H -0.656 0.207 -0.342 0.75 -0.55 -1.20 0.2863
```
Positions in Å, forces in eV/Å.

The SMILES is NC(=O)S(=O)(=O)F. As for the frontier orbital gap: 11.262 eV. The value obtained for the total energy is -817.8064 a.u. As for the energy above the lowest of the compared OMol25 structures with the same formula, charge and spin: 0.695 eV. The lowest unoccupied orbital energy is -0.01 eV.

---

Record 3
The following is a quantum chemistry calculation of a single C5H7NO molecule, from OMol25.

Structure (XYZ):
```
14
Properties=species:S:1:pos:R:3:forces:R:3:mulliken_charge:R:1
C 2.030 -0.057 -0.251 0.23 0.01 -0.12 -1.0489
C 0.998 0.144 0.822 -0.06 -0.31 0.02 0.2089
C -0.021 -0.768 0.749 -0.24 0.17 0.06 -0.4333
C -1.141 -0.016 0.296 -0.13 0.00 -0.08 0.6681
N -2.215 -0.546 -0.422 -0.89 0.06 0.22 -0.5988
C -0.813 1.310 0.450 -0.20 -0.16 -0.03 -0.6351
O 0.498 1.416 0.807 0.15 -0.18 -0.51 -0.3211
H 1.335 -0.011 -1.120 0.92 0.16 -0.09 0.2881
H 2.464 -1.059 -0.245 0.08 0.21 0.11 0.3140
H 2.783 0.723 -0.353 0.05 -0.12 0.24 0.3046
H 0.118 -1.847 0.746 -0.08 0.37 -0.34 0.3771
H -2.222 -1.550 -0.586 0.16 0.62 0.08 0.2184
H -2.479 0.007 -1.233 0.09 -0.43 0.40 0.2287
H -1.335 2.254 0.342 -0.09 -0.40 0.04 0.4294
```
Positions in Å, forces in eV/Å.

The SMILES is Cc1cc(N)co1. As for the frontier orbital gap: 8.499 eV. The value obtained for the total energy is -324.6301 a.u. As for the energy above the lowest of the compared OMol25 structures with the same formula, charge and spin: 2.567 eV. The lowest unoccupied orbital energy is 0.90 eV.

---

Record 4
The following is a quantum chemistry calculation of 12 unconnected molecules or ions with the total composition C2H27O12, from OMol25.

Structure (XYZ):
```
41
Properties=species:S:1:pos:R:3:forces:R:3:mulliken_charge:R:1
C -0.244 -0.046 -1.500 0.52 -0.55 -0.92 -1.2060
C 0.137 -1.292 -0.737 -2.44 2.05 1.73 -1.2305
O -0.366 -1.070 0.546 -0.80 0.28 0.84 -0.0502
H 0.217 0.813 -1.123 0.78 1.30 1.21 -0.2531
H -1.294 0.219 -1.556 -0.24 -0.83 -0.06 0.5908
H 0.192 -0.121 -2.454 0.13 -0.06 -2.02 0.6950
H 1.151 -1.376 -0.438 1.74 -0.75 -1.54 0.6186
H -0.369 -2.115 -1.217 0.56 -0.98 -0.41 0.5376
O -2.936 -2.368 -0.213 -0.95 -0.99 -0.22 -0.7637
H -3.451 -1.615 0.100 -0.07 0.20 -0.14 0.4823
H -2.083 -2.015 -0.408 0.93 0.41 0.25 0.1803
O 2.873 0.520 -1.087 0.11 -1.38 -0.67 -0.7885
H 2.564 1.271 -0.604 0.06 1.22 0.80 0.4584
H 2.079 -0.033 -1.093 0.31 -0.06 -0.16 0.2925
O -4.290 -0.086 0.424 -1.50 -0.77 0.80 -0.7542
H -4.500 -0.241 1.372 0.50 0.50 -1.02 0.3316
H -3.567 0.532 0.360 0.71 0.62 0.51 0.3829
O 1.419 0.509 1.796 -1.98 1.75 -1.63 -0.6733
H 0.772 -0.006 1.215 -0.25 0.16 0.60 0.2359
H 1.933 -0.193 2.087 1.89 -1.86 1.17 0.2962
O -1.560 3.083 -1.586 -1.28 1.23 -0.11 -0.6394
H -2.490 3.286 -1.326 1.17 -0.37 -0.24 0.2643
H -1.441 2.175 -1.335 -0.02 -0.63 0.41 0.3458
O 0.351 -3.766 1.250 -0.13 -1.74 0.47 -0.6790
H 0.267 -2.980 0.752 -0.83 1.81 -0.56 0.2560
H 1.288 -3.840 1.325 1.07 -0.35 0.29 0.2796
O 4.454 -1.136 0.654 0.42 -0.29 0.73 -0.6258
H 3.935 -0.762 -0.054 -0.45 0.70 -0.57 0.3838
H 4.612 -2.045 0.407 0.06 -0.28 -0.07 0.2928
O -1.870 1.247 0.655 -1.25 -0.25 -0.52 -0.7652
H -1.383 0.413 0.693 0.44 -1.58 -0.16 0.3112
H -1.246 1.810 1.057 0.88 1.53 0.83 0.2396
O 1.356 2.703 -2.662 0.19 0.52 -2.06 -0.6298
H 1.089 1.801 -2.785 -0.10 -0.57 -0.06 0.3705
H 1.366 2.849 -1.742 0.00 0.33 1.82 0.3017
O 1.933 2.942 0.164 0.10 1.41 1.75 -0.6269
H 1.416 2.578 0.912 0.28 -0.54 -0.50 0.2635
H 2.345 3.718 0.633 -0.32 -1.03 -1.12 0.2542
O -1.320 -1.981 2.769 -0.96 0.41 0.57 -0.7026
H -2.255 -1.737 2.876 0.55 -0.22 -0.07 0.2490
H -1.083 -1.645 1.874 0.18 -0.34 0.05 0.4741
```
Positions in Å, forces in eV/Å.

As for the frontier orbital gap: 8.558 eV. The value obtained for the total energy is -995.3046 a.u. As for the net charge: -1. As for the energy above the lowest of the compared OMol25 structures with the same formula, charge and spin: 1.936 eV. The lowest unoccupied orbital energy is 2.64 eV.

---

Repeat the second record exactly.
The following is a quantum chemistry calculation of a single CH2FNO3S molecule, from OMol25.

Structure (XYZ):
```
9
Properties=species:S:1:pos:R:3:forces:R:3:mulliken_charge:R:1
C -0.286 -0.300 1.413 -0.01 0.07 2.33 0.5170
N 0.062 -0.323 0.153 0.53 -1.09 -1.90 -0.3239
O 0.207 -0.609 2.447 -0.14 -0.30 -0.29 -0.4308
O -2.060 1.495 0.375 -0.22 -0.26 -0.30 -0.5350
O -2.568 0.863 2.705 -0.04 -0.47 0.15 -0.4603
F -2.790 -0.948 0.822 1.07 2.64 1.11 -0.3537
S -2.019 0.549 1.443 -0.80 -1.86 -0.82 1.0193
H 0.643 -1.109 -0.275 -1.14 1.82 0.92 0.2810
H -0.656 0.207 -0.342 0.75 -0.55 -1.20 0.2863
```
Positions in Å, forces in eV/Å.

The SMILES is NC(=O)S(=O)(=O)F. As for the frontier orbital gap: 11.262 eV. The value obtained for the total energy is -817.8064 a.u. As for the energy above the lowest of the compared OMol25 structures with the same formula, charge and spin: 0.695 eV. The lowest unoccupied orbital energy is -0.01 eV.

---

Question: Which formula does entry 4 have?
Answer: C2H27O12

---

Question: Among the records above, which one has the highest lowest unoccupied orbital energy?
Answer: C2H27O12

---

Question: frontier orbital gap of number 3 (C5H7NO)?
Answer: 8.499 eV